# 1
C19H21F2 | ωB97M-V/def2-TZVPD

Cartesian coordinates (Å):
C1 -1.64 0.97 1.65
H1 -0.49 2.04 0.23
C2 1.88 1.36 1.01
H2 1.76 -2.50 -4.30
C3 0.15 1.50 -2.35
C4 -1.19 0.23 -0.65
H3 -1.33 -1.12 2.14
H4 -2.13 0.74 -0.95
C5 0.80 0.47 0.89
H5 -0.59 -1.88 -2.17
H6 1.70 2.43 0.90
C6 1.87 -2.65 -3.22
C7 -1.95 -0.24 2.29
C8 -3.93 0.81 3.29
C9 -3.55 2.03 2.71
H7 -4.82 0.72 3.90
F1 2.54 -2.71 1.32
H8 2.07 -0.52 -2.89
C10 1.50 -1.37 -2.48
H9 1.77 -1.44 -1.42
C11 3.41 -0.49 1.38
C12 3.18 0.88 1.23
F2 -3.51 -1.53 3.53
H10 1.25 -3.50 -2.91
H11 -4.16 2.92 2.87
H12 0.22 -1.62 0.84
H13 4.40 -0.89 1.59
H14 -0.26 -0.93 -3.63
C13 1.03 -0.90 0.98
H15 -2.11 3.06 1.46
H16 0.76 2.06 -1.60
C14 2.33 -1.36 1.23
C15 -2.41 2.11 1.90
H17 -1.47 -0.79 -0.35
H18 -0.69 2.18 -2.58
C16 -0.61 0.99 0.52
C17 -3.12 -0.30 3.06
H19 2.92 -2.89 -3.02
C18 -0.01 -1.04 -2.56
H20 4.01 1.59 1.30
H21 0.77 1.38 -3.25
C19 -0.34 0.21 -1.86

Summary:
energy: -936.04318 Eh
charge: +1
energy relative to the best compared isomer or geometry (same formula, charge and spin): 0.0000 eV
spin multiplicity: 1
orbital gap: 6.24 eV
M: 287.37 g/mol

Atomic partial charges in e from the Mulliken method, atoms 1 to 2: C -0.1337; H 0.9649

---

# 2
C22H20N6OPtS3 | ωB97M-V/def2-TZVPD

Cartesian coordinates (Å):
H1 -4.38 1.22 -1.54
H2 -2.14 0.84 4.25
C1 -4.22 -2.01 0.64
H3 3.52 2.50 2.14
N1 1.39 0.88 -0.60
C2 4.75 4.05 1.35
H4 5.77 5.78 0.60
C3 2.70 0.64 -0.49
C4 -3.03 -1.42 0.18
H5 -4.69 3.11 1.60
H6 4.50 1.65 -1.32
C5 -5.43 -1.46 0.30
N2 -7.62 -2.51 1.19
C6 2.46 5.63 1.26
H7 1.56 6.23 1.26
H8 1.61 1.84 1.72
C7 1.07 3.82 2.14
C8 -4.33 0.32 -0.95
S1 -1.64 0.45 -1.22
C9 2.48 2.42 -1.77
C10 3.67 6.15 0.85
C11 3.43 1.59 -1.21
C12 4.82 5.36 0.90
C13 3.54 3.51 1.74
N3 -1.12 2.38 3.27
H9 3.73 7.18 0.52
S2 -0.39 0.00 2.39
N4 1.28 1.97 -1.38
H10 2.58 3.28 -2.41
H11 3.06 -0.20 0.09
S3 -1.51 -2.08 0.58
H12 5.65 3.45 1.42
C14 -3.49 1.80 2.84
C15 -6.64 -2.04 0.79
N5 -7.74 0.85 -1.06
H13 -4.37 1.40 3.36
H14 -2.99 3.55 1.64
H15 -4.02 3.89 3.02
Pt1 -0.11 -0.37 0.15
H16 -4.19 -2.90 1.26
C16 -2.36 1.82 3.85
C17 2.39 4.30 1.69
C18 -3.09 -0.26 -0.62
C19 -0.21 1.76 2.59
O1 0.17 4.54 2.52
C20 -5.49 -0.28 -0.50
C21 -6.75 0.33 -0.80
H17 -2.60 2.47 4.69
C22 -3.81 3.16 2.24
H18 -3.24 1.08 2.05
N6 0.87 2.41 2.10
H19 -0.97 3.40 3.33
H20 0.37 2.33 -1.65

Summary:
energy: -2567.44389 Eh
charge: +2
energy relative to the best compared isomer or geometry (same formula, charge and spin): 0.0000 eV
spin multiplicity: 1
orbital gap (spin up / spin down): 5.61 / 5.29 eV
M: 675.72 g/mol

Atomic partial charges in e from the Mulliken method, atoms 1 to 2: H 0.5834; H 0.4850

---

# 3
C30H33IMnOP3 | ωB97M-V/def2-TZVPD

Cartesian coordinates (Å):
C1 3.41 -2.40 1.05
C2 -0.20 -2.89 -1.30
H1 0.73 2.27 -4.81
C3 0.11 2.80 3.30
C4 0.37 -0.51 -3.77
H2 -0.72 -0.55 -3.73
P1 -1.33 -0.59 -0.32
H3 2.25 -1.02 -0.10
H4 3.41 -2.60 4.44
C5 0.42 3.85 4.15
H5 -1.20 -5.35 -3.39
C6 0.41 2.36 -3.78
C7 -4.45 1.38 -1.97
H6 0.82 3.27 -3.34
H7 1.95 4.84 5.28
C8 2.25 -1.21 3.30
C9 2.51 -1.36 0.90
C10 2.79 0.88 -3.18
C11 -2.93 0.22 -0.51
C12 1.72 4.02 4.60
H8 -3.27 -1.78 -2.25
H9 0.71 -4.72 -1.95
H10 3.22 1.43 3.03
C13 2.73 3.15 4.20
C14 -1.32 -2.06 -1.37
H11 -0.68 -0.59 3.36
H12 -0.90 2.69 2.94
H13 3.74 3.29 4.55
H14 0.64 -2.62 -0.66
C15 1.92 -0.76 2.02
H15 -1.61 0.60 2.45
H16 -2.48 0.78 -2.54
H17 -3.18 -3.88 -3.54
H18 -5.83 0.90 1.09
C16 1.12 1.91 2.90
H19 -6.35 1.90 -1.11
C17 -0.15 -4.07 -2.02
C18 -3.22 0.79 -1.75
C19 -5.10 0.87 0.29
C20 2.43 2.10 3.34
H20 0.69 -0.42 -4.81
H21 3.26 1.80 -2.84
H22 -0.36 4.53 4.46
P2 1.00 0.91 -2.87
H23 -3.67 -0.19 1.48
C21 3.16 -2.25 3.45
C22 3.74 -2.84 2.33
H24 1.81 -0.75 4.18
H25 3.86 -2.87 0.19
H26 -2.20 -1.74 1.59
C23 -5.39 1.43 -0.94
C24 -2.34 -3.60 -2.91
H27 -4.68 1.82 -2.93
H28 0.75 -1.44 -3.35
H29 -0.68 2.42 -3.74
C25 -1.25 -1.27 1.37
C26 -1.23 -4.42 -2.83
H30 3.26 0.03 -2.68
H31 -0.49 -2.05 1.36
C27 -2.39 -2.41 -2.18
O1 3.23 2.14 -0.02
C28 2.19 1.76 -0.18
Mn1 0.42 1.07 -0.52
I1 -0.81 3.28 -0.31
H32 2.95 0.78 -4.25
C29 -3.87 0.25 0.51
C30 -0.86 -0.18 2.36
P3 0.71 0.55 1.82
H33 4.45 -3.65 2.45

Summary:
energy: -3710.53007 Eh
charge: +2
spin multiplicity: 5
⟨S²⟩: 6.15
orbital gap (spin up / spin down): 6.98 / 6.82 eV
M: 684.36 g/mol

Atomic partial charges in e from the Mulliken method, atoms 1 to 2: C -0.7838; C -0.5904

---

# 4
C35H39F4N6OPRuS | ωB97M-V/def2-TZVPD

Cartesian coordinates (Å):
F1 -2.69 -3.04 3.09
O1 2.50 -0.77 1.29
H1 -5.65 1.81 -2.05
N1 4.62 -1.14 1.99
C1 -3.20 0.72 -4.11
C2 -1.93 4.85 2.14
C3 -2.57 -1.60 0.53
H2 0.56 -2.71 -4.36
C4 0.61 -2.71 -3.28
C5 -3.62 -2.42 1.00
H3 -5.33 -3.56 0.42
H4 0.24 -0.63 -3.05
H5 4.57 0.66 0.91
C6 3.63 -1.77 4.55
H6 4.96 -3.04 2.83
H7 2.44 -0.09 -1.33
C7 -4.34 -2.67 -1.27
H8 -0.04 4.42 -0.64
H9 -0.62 6.14 1.03
H10 4.95 -0.78 -0.08
C8 -3.29 -1.86 -1.64
C9 -3.57 1.72 -1.55
C10 0.95 -3.95 -1.23
C11 -2.16 2.61 1.31
C12 0.87 -3.89 -2.61
C13 -3.82 -2.70 2.46
C14 0.77 -2.78 -0.51
C15 -4.52 -2.94 0.08
C16 1.66 1.67 -2.03
H11 -0.86 3.68 -3.07
C17 -1.29 2.90 0.26
H12 -2.18 5.61 2.87
H13 0.82 -2.85 0.58
C18 5.50 -2.26 2.29
F2 1.04 -5.02 -3.32
H14 -5.33 0.92 -4.33
C19 2.31 2.91 -3.96
F3 -4.68 -3.70 2.66
C20 -2.12 0.88 -3.27
F4 -4.32 -1.63 3.11
C21 0.43 -1.56 -2.53
C22 3.26 -1.22 2.17
H15 6.36 -1.95 2.88
H16 3.02 -1.36 5.35
C23 1.07 3.55 -3.97
H17 1.01 -1.82 4.34
C24 0.41 2.27 -2.05
C25 -1.05 5.15 1.11
C26 -0.73 4.18 0.17
Ru1 0.29 -0.04 0.14
C27 -2.48 3.58 2.24
H18 -1.13 0.64 -3.63
S1 -1.33 -0.92 1.57
C28 -2.29 1.37 -1.97
N2 -2.45 -1.31 -0.77
H19 -3.11 -1.61 -2.68
H20 -3.74 2.12 -0.56
N3 2.83 -1.77 3.33
H21 1.15 -4.89 -0.74
H22 0.89 -2.03 2.61
N4 1.94 0.72 -0.97
H23 3.04 3.15 -4.72
C29 0.48 -1.56 -1.14
H24 6.15 -0.11 1.05
H25 0.85 4.28 -4.74
C30 2.61 1.98 -2.99
H26 3.93 -2.78 4.84
H27 -3.05 0.34 -5.12
H28 0.40 2.34 1.76
C31 1.48 -2.28 3.47
N5 0.72 1.40 1.98
H29 1.51 -3.36 3.61
H30 -0.65 0.63 3.21
H31 2.56 1.13 -0.28
H32 0.26 1.82 3.90
C32 -4.48 1.04 -3.67
P1 -0.83 1.58 -0.91
N6 0.30 1.00 3.29
H33 -5.01 -3.09 -2.01
C33 -4.66 1.54 -2.39
C34 5.09 -0.30 0.90
H34 4.51 -1.16 4.43
H35 3.57 1.48 -2.98
C35 0.12 3.22 -3.03
H36 1.74 1.40 1.99
H37 -3.16 3.35 3.05
H38 5.86 -2.70 1.35
H39 -2.55 1.60 1.42

Summary:
energy: -2994.64277 Eh
charge: +1
energy relative to the best compared isomer or geometry (same formula, charge and spin): 0.2109 eV
spin multiplicity: 2
⟨S²⟩: 0.76
orbital gap (spin up / spin down): 7.59 / 6.62 eV
M: 799.84 g/mol

Atomic partial charges in e from the Mulliken method, atoms 1 to 2: F -0.2004; O -0.0922

---

# 5
C5H9NO | ωB97M-V/def2-TZVPD

Cartesian coordinates (Å):
H1 2.47 -0.40 1.46
H2 1.88 -1.75 0.46
H3 0.30 -1.35 2.42
H4 -1.40 0.15 -2.63
H5 1.65 -0.08 -0.08
C1 -0.84 1.03 -2.31
C2 -0.96 -0.48 0.88
H6 0.01 1.28 1.14
H7 -1.50 1.89 -2.17
C3 1.66 -0.73 0.80
H8 -1.83 -0.99 1.27
N1 -0.38 0.55 1.74
C4 0.36 -0.68 1.56
O1 -0.38 0.68 -1.00
C5 -1.02 -0.39 -0.58
H9 -0.01 1.27 -2.98

Summary:
energy: -325.76608 Eh
energy relative to the best compared isomer or geometry (same formula, charge and spin): 4.6659 eV
spin multiplicity: 1
orbital gap: 9.28 eV
M: 99.13 g/mol

Atomic partial charges in e from the Mulliken method, atoms 1 to 2: H 0.3331; H 0.3022

---

# 6
C16H17NO3 | ωB97M-V/def2-TZVPD

Cartesian coordinates (Å):
C1 1.91 1.57 1.61
H1 1.06 -1.56 0.51
C2 -0.70 -0.37 0.23
C3 4.87 0.99 0.41
H2 1.41 0.84 2.24
H3 -0.05 -1.56 1.88
H4 -0.03 2.48 -1.49
H5 4.19 -0.22 -2.13
C4 -2.72 0.90 -0.21
C5 -0.62 1.73 -0.98
C6 1.29 -0.55 -2.82
C7 3.60 0.71 -0.20
H6 -0.45 -2.48 0.46
C8 2.34 0.96 0.33
H7 1.21 2.39 1.43
H8 -2.49 2.73 -1.29
H9 0.67 0.22 -3.29
C9 3.40 0.10 -1.47
C10 2.06 0.00 -1.68
H10 -5.01 -1.88 2.52
C11 0.02 -1.56 0.80
H11 -3.79 1.00 -0.11
H12 1.97 -0.95 -3.57
H13 -4.84 -3.01 1.17
H14 0.63 -1.35 -2.49
C12 -1.99 1.87 -0.87
H15 2.77 1.96 2.15
C13 -5.09 -1.99 1.44
N1 1.42 0.53 -0.58
O1 -4.22 -1.07 0.79
C14 -2.92 -1.22 1.06
H16 4.80 1.47 1.41
C15 -2.09 -0.22 0.34
H17 -6.10 -1.74 1.11
O2 -2.50 -2.08 1.80
O3 5.96 0.76 -0.07
C16 0.02 0.62 -0.44

Summary:
energy: -900.39241 Eh
energy relative to the best compared isomer or geometry (same formula, charge and spin): 0.0316 eV
SMILES: COC(=O)c1cccc(-n2c(C)cc(C=O)c2C)c1C
spin multiplicity: 1
orbital gap: 8.40 eV
M: 271.32 g/mol

Atomic partial charges in e from the Mulliken method, atoms 1 to 2: C -1.4668; H 0.3271

---

> Look up the M of the third one.

684.36 g/mol

---

> Number 6 is which compound?

C16H17NO3